No. 1
{
  "formula": "C23H26BrMoN6O2S2",
  "method": "ωB97M-V/def2-TZVPD",
  "charge": 3,
  "homo_ha": -0.568,
  "lumo_ev": -11.120,
  "elements": ["Mo", "O", "C", "C", "C", "C", "C", "C", "C", "O", "N", "N", "C", "C", "Br", "C", "C", "C", "C", "C", "C", "C", "H", "H", "H", "H", "H", "H", "H", "H", "H", "H", "H", "H", "H", "H", "C", "N", "C", "N", "S", "H", "H", "H", "H", "H", "H", "N", "C", "C", "C", "N", "C", "C", "H", "H", "H", "H", "H", "H", "S"],
  "positions_angstrom": [[-0.658, 0.849, 0.092], [3.397, 1.392, -0.492], [3.785, 0.251, -1.142], [5.082, 0.199, -1.636], [5.523, -0.941, -2.283], [4.682, -2.037, -2.460], [3.395, -1.986, -1.969], [2.937, -0.850, -1.291], [1.612, -0.914, -0.634], [0.768, 0.351, -0.911], [1.684, -0.908, 0.775], [0.491, -0.450, 1.343], [0.448, -0.676, 2.656], [-0.603, -0.337, 3.479], [-2.025, 0.540, 2.580], [-0.702, -0.528, 4.859], [0.053, -1.359, 5.702], [0.003, -1.055, 7.090], [0.769, -1.764, 7.986], [1.551, -2.820, 7.525], [1.563, -3.183, 6.172], [0.826, -2.466, 5.266], [2.444, 1.517, -0.592], [5.723, 1.061, -1.512], [6.535, -0.971, -2.664], [5.036, -2.919, -2.974], [2.732, -2.835, -2.088], [0.983, -1.720, -1.013], [2.494, -0.393, 1.118], [1.317, -1.154, 3.096], [-1.464, 0.067, 5.355], [-0.623, -0.241, 7.432], [0.752, -1.519, 9.039], [2.135, -3.395, 8.232], [2.130, -4.047, 5.856], [0.771, -2.804, 4.240], [-4.718, -0.370, -3.876], [-3.777, -0.637, -2.786], [-3.631, 0.110, -1.719], [-4.297, 1.241, -1.568], [-2.631, -0.518, -0.415], [-4.454, -1.005, -4.716], [-4.633, 0.666, -4.201], [-5.738, -0.592, -3.563], [-3.271, -1.511, -2.799], [-4.991, 1.545, -2.237], [-4.278, 1.715, -0.681], [-1.698, 3.526, -5.574], [-1.556, 2.961, -4.380], [-1.899, 3.636, -3.185], [-1.692, 3.031, -1.981], [-1.177, 1.785, -1.831], [-0.878, 1.126, -2.979], [-1.051, 1.647, -4.228], [-2.014, 4.478, -5.672], [-1.405, 3.055, -6.415], [-2.290, 4.644, -3.206], [-1.939, 3.568, -1.075], [-0.451, 0.139, -2.869], [-0.760, 1.061, -5.089], [-0.319, 2.744, 0.814]],
  "atomic_forces_ev_per_a": [[0.280, -0.377, -0.087], [-0.217, 0.051, 0.176], [0.191, -0.073, -0.102], [-0.188, 0.033, 0.049], [-0.001, -0.051, -0.014], [0.013, 0.033, 0.001], [-0.040, 0.068, -0.028], [-0.015, -0.147, -0.054], [0.046, 0.139, 0.087], [-0.224, 0.046, 0.049], [0.140, -0.092, 0.009], [0.125, -0.109, 0.264], [-0.063, 0.001, -0.222], [0.156, -0.095, 0.226], [-0.064, 0.008, -0.169], [-0.097, 0.073, -0.197], [0.028, 0.010, 0.128], [0.036, -0.046, -0.033], [-0.024, -0.006, -0.066], [0.005, 0.002, 0.026], [0.014, -0.013, 0.032], [-0.006, 0.006, -0.009], [0.179, 0.028, -0.078], [0.000, 0.018, 0.010], [0.004, -0.013, -0.006], [-0.005, -0.007, -0.005], [0.005, -0.023, -0.002], [0.008, 0.004, 0.078], [-0.024, 0.090, -0.038], [-0.023, 0.017, -0.003], [-0.009, -0.014, 0.015], [0.001, 0.017, -0.001], [-0.006, 0.006, 0.005], [0.005, -0.007, -0.008], [0.001, 0.000, -0.008], [-0.002, -0.011, 0.014], [0.011, 0.027, -0.030], [0.034, -0.020, 0.027], [-0.038, -0.123, -0.062], [-0.071, -0.023, 0.001], [-0.219, 0.130, 0.047], [-0.039, -0.031, 0.022], [-0.001, -0.001, 0.002], [-0.011, 0.031, -0.019], [0.032, 0.012, -0.029], [0.019, -0.017, -0.003], [0.006, 0.015, 0.004], [-0.008, -0.004, -0.020], [0.001, 0.004, 0.021], [0.023, -0.034, 0.058], [-0.011, 0.085, 0.003], [-0.034, -0.019, -0.164], [0.014, 0.009, -0.038], [-0.004, -0.023, 0.056], [0.000, 0.006, 0.007], [0.005, 0.005, -0.004], [-0.003, 0.009, -0.015], [-0.005, 0.007, -0.009], [-0.007, 0.006, -0.018], [0.002, 0.004, -0.012], [0.078, 0.378, 0.134]]
}


No. 2
{
  "formula": "C23H26BrN2O2PPdSe2",
  "method": "ωB97M-V/def2-TZVPD",
  "charge": -2,
  "homo_ha": -0.029,
  "de_lowest_kcal_mol": 6.30,
  "lumo_ev": 4.071,
  "elements": ["Pd", "N", "C", "C", "C", "C", "N", "H", "H", "H", "H", "H", "H", "H", "H", "H", "H", "H", "H", "Se", "P", "Se", "C", "C", "C", "C", "C", "C", "C", "C", "C", "C", "C", "C", "H", "H", "H", "H", "H", "H", "H", "H", "H", "H", "Br", "C", "C", "C", "C", "C", "C", "C", "O", "O", "H", "H", "H", "H"],
  "positions_angstrom": [[0.681, -0.067, 0.787], [2.407, -1.424, 0.785], [3.516, -1.232, 1.719], [3.214, -1.636, 3.160], [1.914, -1.053, 3.717], [0.683, -1.865, 3.287], [-0.239, -1.069, 2.481], [2.091, -2.387, 0.687], [2.677, -1.072, -0.142], [3.771, -0.170, 1.674], [4.405, -1.790, 1.390], [4.070, -1.335, 3.772], [3.164, -2.730, 3.231], [1.793, -0.032, 3.339], [1.972, -0.975, 4.806], [0.183, -2.309, 4.157], [0.982, -2.692, 2.644], [-0.765, -0.372, 3.010], [-0.887, -1.690, 2.004], [-2.119, 1.714, 2.540], [-0.750, 1.646, 0.804], [1.686, 0.837, -1.231], [0.090, 3.277, 0.815], [0.406, 3.918, -0.382], [1.079, 5.132, -0.369], [1.465, 5.708, 0.834], [1.165, 5.066, 2.027], [0.473, 3.862, 2.016], [-1.856, 1.771, -0.654], [-1.876, 0.743, -1.592], [-2.752, 0.793, -2.667], [-3.604, 1.878, -2.821], [-3.587, 2.909, -1.889], [-2.722, 2.849, -0.805], [0.157, 3.446, -1.322], [1.322, 5.617, -1.307], [2.002, 6.650, 0.838], [1.462, 5.502, 2.974], [0.207, 3.371, 2.944], [-1.177, -0.077, -1.480], [-2.753, -0.015, -3.389], [-4.281, 1.926, -3.667], [-4.253, 3.757, -2.003], [-2.723, 3.634, -0.058], [-1.444, -3.014, -6.295], [-1.164, -3.296, -4.422], [-1.739, -4.407, -3.822], [-1.535, -4.605, -2.465], [-0.766, -3.718, -1.716], [-0.206, -2.615, -2.342], [-0.405, -2.393, -3.704], [-0.563, -3.962, -0.214], [-1.125, -4.959, 0.275], [0.150, -3.103, 0.365], [-2.335, -5.095, -4.407], [-1.965, -5.453, -1.947], [0.377, -1.878, -1.797], [0.027, -1.518, -4.172]],
  "atomic_forces_ev_per_a": [[0.211, 0.217, 0.044], [0.065, 0.019, -0.135], [0.030, -0.054, -0.075], [-0.020, -0.053, 0.026], [0.024, 0.082, -0.080], [0.056, -0.046, -0.032], [0.001, -0.013, -0.080], [-0.156, -0.002, 0.068], [0.008, -0.041, -0.015], [-0.026, 0.011, 0.049], [0.001, 0.033, -0.003], [-0.011, 0.055, -0.015], [0.012, 0.007, -0.016], [0.006, 0.009, 0.033], [-0.004, -0.100, 0.005], [-0.026, 0.080, 0.014], [-0.022, -0.049, 0.063], [-0.067, -0.058, -0.027], [-0.017, 0.010, 0.007], [0.139, -0.052, -0.112], [-0.193, -0.020, 0.064], [-0.032, -0.028, 0.146], [-0.001, 0.071, -0.161], [0.070, 0.098, 0.068], [-0.040, -0.064, -0.020], [0.015, 0.026, -0.007], [0.000, -0.003, 0.043], [-0.028, 0.003, -0.022], [0.049, -0.114, -0.013], [0.039, 0.064, 0.095], [-0.038, 0.006, -0.053], [0.021, -0.034, -0.020], [0.035, 0.010, 0.055], [-0.049, 0.056, -0.003], [-0.018, -0.009, 0.003], [0.002, 0.006, 0.002], [-0.001, 0.001, 0.018], [0.008, 0.019, -0.012], [-0.005, 0.000, 0.000], [-0.026, 0.017, -0.023], [-0.016, -0.001, -0.008], [0.002, -0.019, -0.003], [0.002, 0.005, 0.005], [-0.010, 0.004, -0.007], [-0.005, 0.004, -0.011], [-0.023, -0.046, 0.055], [-0.007, 0.018, -0.075], [0.078, 0.038, 0.050], [-0.068, -0.136, 0.036], [0.001, 0.254, -0.287], [0.009, 0.006, 0.059], [-0.015, 0.092, 0.081], [0.047, 0.000, -0.050], [-0.008, -0.235, 0.149], [0.002, 0.001, 0.004], [-0.013, -0.005, -0.008], [0.007, -0.138, 0.148], [0.002, -0.003, -0.015]]
}


> Number 2 is which compound?

C23H26BrN2O2PPdSe2